w | {"formula": "C6H6N2OS", "method": "ωB97M-V/def2-TZVPD", "orbital_gap_ev": 9.81, "smiles": "S[C@@]1(c2ccncn2)CO1", "symbols": ["S", "C", "C", "C", "C", "N", "C", "N", "C", "O", "H", "H", "H", "H", "H", "H"], "positions_angstrom": [[1.173, -1.474, -2.250], [0.929, -0.577, -0.642], [-0.327, 0.303, -0.623], [-0.398, 1.490, 0.099], [-1.696, 2.077, 0.107], [-2.731, 1.545, -0.442], [-2.538, 0.448, -1.023], [-1.427, -0.210, -1.122], [1.219, -1.278, 0.609], [1.982, -0.222, 0.085], [2.434, -1.813, -2.061], [0.507, 2.032, 0.309], [-2.038, 2.923, 0.699], [-3.369, 0.030, -1.701], [0.570, -0.937, 1.451], [1.586, -2.224, 0.651]]}

x | {"formula": "C6H6N2OS", "method": "ωB97M-V/def2-TZVPD", "orbital_gap_ev": 7.68, "symbols": ["C", "C", "C", "C", "C", "C", "N", "N", "O", "S", "H", "H", "H", "H", "H", "H"], "positions_angstrom": [[1.198, 2.407, -1.391], [1.465, 1.021, -1.749], [-1.107, -0.755, 1.376], [1.025, -0.588, -0.050], [-0.089, -0.393, 0.638], [0.673, 2.605, -0.186], [1.502, -0.081, -1.193], [-2.306, -1.318, 1.057], [0.682, 2.769, 2.315], [-0.216, 2.797, 1.125], [1.708, 3.095, -2.066], [1.954, 0.872, -2.826], [-1.282, -0.131, 2.261], [1.727, -1.343, 0.423], [-2.886, -1.865, 1.711], [-2.115, -2.035, 0.373]]}

Need the numbers? Relative energies in kJ/mol: w 0.0; x 386.3.

w | {"formula": "C2H7NO2S", "method": "ωB97M-V/def2-TZVPD", "orbital_gap_ev": [6.15, 6.16], "symbols": ["C", "C", "N", "O", "O", "S", "H", "H", "H", "H", "H", "H", "H"], "positions_angstrom": [[1.688, 1.089, 0.066], [-0.750, -1.936, -0.203], [-1.403, 0.314, -0.543], [1.220, 0.113, -0.759], [-1.412, -0.775, 0.318], [-1.493, 1.803, 0.039], [2.183, 1.994, -0.471], [2.511, 0.737, 0.728], [0.878, 1.518, 0.632], [-1.281, -2.461, -1.081], [-0.417, -2.640, 0.434], [0.115, -1.489, -0.596], [-1.840, 1.732, 1.437]]}

x | {"formula": "C2H7NO2S", "method": "ωB97M-V/def2-TZVPD", "orbital_gap_ev": 9.35, "symbols": ["C", "C", "N", "O", "O", "S", "H", "H", "H", "H", "H", "H", "H"], "positions_angstrom": [[-1.220, 0.392, -0.367], [0.439, -0.772, 1.322], [-0.038, -0.357, -0.005], [2.318, -0.721, -0.765], [-0.983, 1.591, -0.991], [1.227, 0.200, -1.003], [-0.245, 2.190, -0.688], [-1.848, -0.161, -1.105], [-1.698, 0.536, 0.546], [1.441, -1.232, 1.212], [0.534, 0.019, 2.050], [-0.241, -1.484, 1.997], [0.314, -0.201, -2.203]]}

Need the numbers? Relative energies in kJ/mol: w 416.0; x 0.0.

w | {"formula": "C2H2Cl3NS", "method": "ωB97M-V/def2-TZVPD", "orbital_gap_ev": 8.98, "smiles": "C#[N+][S-].ClC(Cl)Cl", "symbols": ["C", "N", "S", "H", "Cl", "C", "Cl", "Cl", "H"], "positions_angstrom": [[-2.565, -0.296, -0.844], [-2.376, 0.670, -0.209], [-2.097, 1.971, 0.555], [-2.266, -0.912, -1.603], [3.420, -0.582, -0.234], [1.706, -0.342, 0.328], [1.527, -1.282, 1.661], [1.626, 1.393, 0.808], [1.026, -0.621, -0.463]]}

x | {"formula": "C2H2Cl3NS", "method": "ωB97M-V/def2-TZVPD", "orbital_gap_ev": 8.53, "smiles": "NC(SCl)=C(Cl)Cl", "symbols": ["N", "C", "S", "Cl", "C", "Cl", "Cl", "H", "H"], "positions_angstrom": [[0.554, -1.072, -0.601], [-0.028, 0.155, -0.162], [1.072, 1.512, -0.532], [2.651, 1.308, 0.705], [-1.202, 0.278, 0.492], [-1.778, 1.716, 1.312], [-2.474, -0.927, 0.669], [-0.147, -1.827, -0.602], [1.352, -1.143, -1.281]]}

Need the numbers? Relative energies in kJ/mol: w 173.9; x 0.0.

w | {"formula": "C5H7N2O3S", "method": "ωB97M-V/def2-TZVPD", "orbital_gap_ev": 8.78, "charge": -1, "symbols": ["C", "C", "C", "C", "C", "N", "N", "O", "O", "O", "S", "H", "H", "H", "H", "H", "H", "H"], "positions_angstrom": [[0.308, -2.300, -0.588], [1.179, -1.646, 0.255], [0.801, -0.332, -1.375], [-0.998, 0.216, 1.440], [0.154, 1.153, 1.687], [0.043, -1.445, -1.662], [1.506, -0.409, -0.241], [-2.295, -0.730, -2.589], [-0.417, -1.165, -4.260], [0.654, 1.283, 2.761], [-1.222, -1.635, -3.107], [-0.230, -3.175, -0.617], [1.415, -1.865, 1.337], [0.852, 0.462, -2.089], [-1.806, 0.867, 1.960], [-1.134, 0.106, 0.394], [-0.758, -0.575, 1.976], [0.533, 1.841, 0.822]]}

x | {"formula": "C5H7N2O3S", "method": "ωB97M-V/def2-TZVPD", "orbital_gap_ev": [8.46, 6.55], "charge": -1, "symbols": ["C", "C", "C", "C", "C", "N", "N", "O", "O", "O", "S", "H", "H", "H", "H", "H", "H", "H"], "positions_angstrom": [[-0.609, -2.295, 0.635], [0.422, -1.452, 0.829], [-0.794, -0.904, -0.956], [-2.621, 1.960, 0.031], [1.016, 0.610, -0.447], [-1.402, -1.968, -0.452], [0.280, -0.514, -0.270], [2.597, 0.480, 1.485], [3.213, -0.564, -0.750], [3.317, 1.776, -0.449], [2.680, 0.580, 0.027], [-0.698, -3.088, 1.341], [1.227, -1.235, 1.395], [-1.349, -0.516, -1.806], [-1.590, 1.666, -0.209], [-3.432, 1.352, 0.395], [-2.784, 2.945, 0.448], [0.527, 1.167, -1.246]]}

Need the numbers? Relative energies in kJ/mol: w 0.0; x 299.5.

w | {"formula": "C4H2N2O", "method": "ωB97M-V/def2-TZVPD", "orbital_gap_ev": 12.06, "smiles": "N#C[C@H]1O[C@@H]1C#N", "symbols": ["N", "C", "C", "O", "C", "C", "N", "H", "H"], "positions_angstrom": [[2.919, -0.526, -0.133], [1.853, -0.207, 0.276], [0.471, 0.292, 0.636], [0.176, 1.061, -0.486], [-0.478, -0.194, -0.333], [-1.896, -0.407, -0.049], [-3.105, -0.237, 0.163], [0.296, 0.984, 1.556], [-0.099, -1.035, -1.060]]}

x | {"formula": "C4H2N2O", "method": "ωB97M-V/def2-TZVPD", "orbital_gap_ev": 9.81, "smiles": "N#CC#CC(N)=O", "symbols": ["N", "C", "C", "C", "C", "N", "O", "H", "H"], "positions_angstrom": [[3.714, 0.054, -0.180], [2.553, -0.090, 0.109], [1.126, -0.097, 0.048], [-0.140, -0.297, 0.212], [-1.660, -0.171, -0.015], [-1.895, 1.250, -0.044], [-2.505, -1.074, -0.071], [-2.825, 1.405, -0.427], [-1.140, 1.994, 0.447]]}

Need the numbers? Relative energies in kJ/mol: w 24.2; x 0.0.

w | {"formula": "C2H3FO2S", "method": "ωB97M-V/def2-TZVPD", "orbital_gap_ev": 8.63, "symbols": ["C", "C", "O", "O", "F", "S", "H", "H", "H"], "positions_angstrom": [[1.416, 0.189, 0.340], [0.500, 0.012, -0.566], [-1.259, 0.617, 1.353], [-1.996, 0.869, -0.967], [-1.620, -2.145, -0.241], [-1.120, 0.284, -0.021], [2.448, -0.032, 0.352], [0.943, 0.616, 1.257], [0.688, -0.408, -1.508]]}

x | {"formula": "C2H3FO2S", "method": "ωB97M-V/def2-TZVPD", "orbital_gap_ev": 10.99, "smiles": "O=S1(=O)C[C@@H]1F", "symbols": ["O", "S", "O", "C", "C", "F", "H", "H", "H"], "positions_angstrom": [[1.526, 1.358, 0.872], [0.284, 0.983, 0.225], [-0.629, 2.007, -0.159], [0.311, -0.484, -0.771], [-0.451, -0.580, 0.523], [-1.834, -0.577, 0.331], [1.330, -0.823, -0.893], [-0.393, -0.602, -1.726], [-0.145, -1.282, 1.598]]}

Need the numbers? Relative energies in kJ/mol: w 81.2; x 0.0.

w | {"formula": "C6H11N", "method": "ωB97M-V/def2-TZVPD", "orbital_gap_ev": [8.14, 8.46], "spin_multiplicity": 2, "charge": 1, "symbols": ["C", "N", "C", "C", "C", "C", "C", "H", "H", "H", "H", "H", "H", "H", "H", "H", "H", "H"], "positions_angstrom": [[0.469, 0.691, -2.061], [-1.686, -0.487, -0.271], [-0.351, -0.339, 0.105], [0.423, 0.610, -0.512], [1.278, 1.556, 0.246], [-0.738, -2.065, 1.766], [0.137, -1.202, 1.220], [0.075, -0.216, -2.503], [1.477, 0.981, -2.322], [-0.256, 1.476, -2.338], [-2.248, -0.219, 0.527], [-1.816, -0.141, -1.209], [0.778, 1.785, 1.204], [2.159, 1.018, 0.653], [1.530, 2.519, -0.185], [-0.599, -2.703, 2.634], [-1.777, -2.093, 1.430], [1.145, -1.169, 1.616]]}

x | {"formula": "C6H11N", "method": "ωB97M-V/def2-TZVPD", "orbital_gap_ev": [7.63, 6.28], "spin_multiplicity": 2, "charge": 1, "symbols": ["C", "N", "C", "C", "C", "C", "C", "H", "H", "H", "H", "H", "H", "H", "H", "H", "H", "H"], "positions_angstrom": [[-2.114, -1.205, -0.682], [-1.805, -0.092, 0.219], [-0.538, 0.574, 0.105], [0.478, 0.219, 0.976], [1.968, 0.034, 0.574], [2.758, -1.023, 0.565], [-0.393, 1.755, -0.788], [-3.127, -1.120, -0.820], [-1.799, -2.099, -0.031], [-1.562, -1.235, -1.579], [-1.985, -0.122, 1.212], [0.188, 0.075, 1.993], [2.613, 0.854, 0.394], [3.601, -1.076, 1.331], [3.042, -1.589, -0.364], [-0.096, 1.541, -1.820], [-1.408, 2.067, -1.147], [0.180, 2.445, -0.138]]}

y | {"formula": "C6H11N", "method": "ωB97M-V/def2-TZVPD", "orbital_gap_ev": [7.92, 5.53], "spin_multiplicity": 2, "charge": 1, "symbols": ["C", "C", "C", "C", "C", "C", "N", "H", "H", "H", "H", "H", "H", "H", "H", "H", "H", "H"], "positions_angstrom": [[0.417, -2.269, -0.110], [-0.184, -1.308, 0.967], [-0.658, -0.035, 0.414], [0.118, 1.102, 0.638], [-0.022, 2.208, -0.201], [0.736, 3.359, -0.112], [-0.437, -2.371, -1.285], [0.522, -3.222, 0.401], [1.405, -1.907, -0.373], [0.479, -1.193, 1.823], [-1.010, -1.921, 1.350], [-1.525, -0.104, -0.234], [0.874, 0.994, 1.407], [-0.843, 2.195, -0.910], [1.601, 3.357, 0.541], [0.308, 4.298, -0.446], [-0.585, -1.444, -1.664], [0.025, -2.935, -1.988]]}

Need the numbers? Relative energies in kJ/mol: w 0.0; x 452.4; y 40.6.

w | {"formula": "C41H40N12O2Sr", "method": "ωB97M-V/def2-TZVPD", "orbital_gap_ev": 6.09, "charge": 2, "symbols": ["Sr", "C", "C", "N", "C", "C", "N", "C", "C", "C", "C", "C", "N", "C", "C", "N", "C", "C", "N", "C", "C", "C", "N", "C", "C", "H", "H", "H", "H", "H", "H", "H", "H", "H", "H", "H", "H", "C", "N", "C", "C", "C", "C", "C", "C", "C", "C", "H", "H", "H", "H", "H", "H", "H", "H", "H", "H", "H", "H", "O", "N", "O", "C", "C", "C", "C", "C", "C", "N", "C", "C", "N", "C", "C", "C", "C", "H", "H", "H", "H", "H", "H", "H", "N", "C", "C", "N", "H", "H", "H", "H", "H", "H", "H", "H", "H"], "positions_angstrom": [[0.574, 0.089, 1.007], [-2.168, 2.949, 3.797], [-0.954, 2.385, 3.421], [-0.533, 2.402, 2.164], [-1.319, 2.996, 1.260], [-2.569, 3.500, 1.646], [-2.977, 3.482, 2.897], [-0.874, 3.035, -0.139], [-1.476, 3.895, -1.059], [-1.180, 3.786, -2.419], [-0.201, 2.853, -2.769], [0.421, 2.097, -1.779], [0.073, 2.169, -0.495], [1.484, 1.141, -2.108], [1.653, 0.611, -3.392], [2.644, -0.208, -3.689], [3.510, -0.494, -2.728], [3.309, -0.036, -1.430], [2.292, 0.749, -1.119], [-1.905, 4.569, -3.435], [-3.133, 5.171, -3.146], [-3.798, 5.859, -4.149], [-3.345, 5.962, -5.383], [-2.187, 5.400, -5.670], [-1.426, 4.704, -4.742], [-2.508, 2.968, 4.822], [-0.295, 1.929, 4.150], [-3.266, 3.913, 0.931], [-2.161, 4.652, -0.720], [0.080, 2.733, -3.801], [0.972, 0.835, -4.201], [4.356, -1.106, -3.008], [3.983, -0.301, -0.625], [-3.587, 5.098, -2.173], [-4.744, 6.344, -3.960], [-1.857, 5.510, -6.693], [-0.475, 4.297, -5.045], [-1.182, -3.126, 2.093], [-0.765, -1.889, 2.738], [-0.053, -2.214, 3.966], [-1.947, -1.079, 3.031], [-2.646, -0.534, 1.803], [-4.029, -0.386, 1.872], [-4.737, 0.183, 0.830], [-4.052, 0.591, -0.299], [-2.674, 0.428, -0.363], [-1.918, -0.122, 0.678], [-1.826, -3.734, 2.745], [-0.307, -3.718, 1.828], [-1.736, -2.876, 1.190], [-0.680, -2.774, 4.677], [0.292, -1.304, 4.461], [0.816, -2.831, 3.729], [-1.629, -0.224, 3.637], [-2.671, -1.658, 3.628], [-4.557, -0.697, 2.763], [-5.807, 0.312, 0.902], [-4.584, 1.046, -1.125], [-2.177, 0.784, -1.263], [6.376, -4.675, 1.889], [6.267, -3.852, 2.768], [6.910, -3.831, 3.788], [5.284, -2.784, 2.608], [5.450, -1.695, 3.409], [4.547, -0.605, 3.368], [4.720, 0.543, 4.164], [3.815, 1.569, 4.055], [2.744, 1.422, 3.167], [2.542, 0.344, 2.448], [3.418, -0.664, 2.518], [3.219, -1.827, 1.691], [2.128, -1.866, 0.916], [1.940, -2.885, 0.110], [2.836, -3.949, 0.015], [3.953, -3.952, 0.816], [4.179, -2.878, 1.697], [6.283, -1.667, 4.097], [5.558, 0.596, 4.842], [3.920, 2.468, 4.639], [2.024, 2.217, 3.033], [1.038, -2.845, -0.489], [2.656, -4.763, -0.669], [4.659, -4.765, 0.764], [-2.750, -4.151, -4.457], [-2.193, -2.847, -3.984], [-1.293, -3.058, -2.741], [-0.685, -1.862, -2.227], [-3.289, -4.043, -5.327], [-3.370, -4.555, -3.742], [-1.985, -4.817, -4.630], [-3.020, -2.178, -3.737], [-1.614, -2.401, -4.795], [-0.490, -3.755, -3.000], [-1.893, -3.494, -1.936], [-1.371, -1.183, -1.909], [-0.059, -1.429, -2.897]]}

x | {"formula": "C41H40N12O2Sr", "method": "ωB97M-V/def2-TZVPD", "orbital_gap_ev": 5.51, "charge": 2, "symbols": ["Sr", "C", "C", "N", "C", "C", "N", "C", "C", "C", "C", "C", "N", "C", "C", "N", "C", "C", "N", "C", "C", "C", "N", "C", "C", "H", "H", "H", "H", "H", "H", "H", "H", "H", "H", "H", "H", "C", "N", "C", "C", "C", "C", "C", "C", "C", "C", "H", "H", "H", "H", "H", "H", "H", "H", "H", "H", "H", "H", "O", "N", "O", "C", "C", "C", "C", "C", "C", "N", "C", "C", "N", "C", "C", "C", "C", "H", "H", "H", "H", "H", "H", "H", "N", "C", "C", "N", "H", "H", "H", "H", "H", "H", "H", "H", "H"], "positions_angstrom": [[0.417, -0.340, -0.574], [3.674, 2.571, 1.303], [3.112, 1.468, 0.780], [1.856, 1.589, 0.075], [1.068, 2.506, 0.892], [1.743, 3.713, 1.230], [3.033, 3.776, 1.346], [-0.145, 2.075, 1.446], [-0.994, 2.947, 2.189], [-2.153, 2.495, 2.776], [-2.455, 1.116, 2.637], [-1.648, 0.333, 1.833], [-0.529, 0.782, 1.243], [-1.989, -1.064, 1.531], [-3.306, -1.553, 1.564], [-3.588, -2.818, 1.343], [-2.586, -3.638, 1.064], [-1.293, -3.152, 0.915], [-0.997, -1.879, 1.148], [-3.086, 3.418, 3.442], [-4.431, 3.087, 3.623], [-5.290, 4.027, 4.170], [-4.911, 5.241, 4.518], [-3.641, 5.563, 4.363], [-2.690, 4.694, 3.852], [4.645, 2.565, 1.773], [3.588, 0.495, 0.785], [1.197, 4.617, 1.465], [-0.734, 3.992, 2.228], [-3.297, 0.684, 3.151], [-4.152, -0.905, 1.742], [-2.839, -4.680, 0.939], [-0.476, -3.795, 0.613], [-4.823, 2.127, 3.325], [-6.336, 3.797, 4.320], [-3.368, 6.569, 4.649], [-1.665, 5.019, 3.787], [-1.266, 1.273, -3.133], [-1.093, 1.705, -1.747], [-2.414, 2.031, -1.216], [-0.279, 2.937, -1.715], [1.139, 2.646, -2.114], [1.496, 3.000, -3.415], [2.701, 2.634, -3.979], [3.582, 1.884, -3.222], [3.282, 1.596, -1.904], [2.071, 1.969, -1.310], [-1.818, 2.023, -3.715], [-1.833, 0.343, -3.158], [-0.296, 1.109, -3.601], [-2.859, 2.876, -1.756], [-2.338, 2.298, -0.164], [-3.078, 1.174, -1.322], [-0.328, 3.360, -0.713], [-0.703, 3.673, -2.413], [0.800, 3.580, -4.004], [2.940, 2.925, -4.989], [4.516, 1.543, -3.645], [4.032, 1.083, -1.323], [1.235, -6.497, -5.511], [1.857, -5.518, -5.179], [2.972, -5.225, -5.545], [1.183, -4.606, -4.268], [-0.181, -4.592, -4.305], [-0.923, -3.704, -3.489], [-2.331, -3.662, -3.500], [-2.978, -2.757, -2.694], [-2.210, -1.896, -1.907], [-0.894, -1.914, -1.877], [-0.239, -2.802, -2.637], [1.199, -2.846, -2.565], [1.811, -2.023, -1.699], [3.123, -2.074, -1.591], [3.918, -2.960, -2.315], [3.319, -3.810, -3.215], [1.921, -3.760, -3.379], [-0.701, -5.264, -4.974], [-2.879, -4.337, -4.140], [-4.053, -2.696, -2.662], [-2.683, -1.168, -1.260], [3.568, -1.386, -0.886], [4.984, -2.990, -2.163], [3.916, -4.507, -3.781], [1.732, -1.697, 5.740], [2.306, -2.070, 4.415], [1.669, -1.257, 3.263], [2.207, -1.617, 1.974], [2.176, -2.229, 6.502], [0.721, -1.884, 5.758], [1.875, -0.693, 5.920], [2.136, -3.137, 4.251], [3.384, -1.892, 4.442], [1.847, -0.189, 3.414], [0.590, -1.429, 3.232], [2.063, -2.601, 1.776], [3.201, -1.416, 1.930]]}

Need the numbers? Relative energies in kJ/mol: w 0.0; x 47.4.